1.
DFT (wB97M-V/def2-TZVPD) results for a structure of composition C33H43As3FeIN3O.

Geometry as XYZ:
```
85
Properties=species:S:1:pos:R:3:forces:R:3:lowdin_charge:R:1
Fe 0.699629 0.074304 0.276963 0.143 0.527 0.322 0.20
O 3.148980 2.115491 -2.108957 -0.008 -0.008 0.021 0.07
C 2.371967 1.716933 -1.256018 -0.075 0.034 -0.105 -0.52
N 1.736193 0.539965 -1.204012 0.043 -0.160 0.136 -0.07
C 1.987056 -0.490642 -2.180575 -0.044 0.014 -0.037 -0.12
C 1.873696 -1.810563 -1.476089 -0.025 0.070 0.094 -0.24
C 2.392715 -2.993275 -1.977559 -0.010 -0.024 -0.020 0.01
C 2.244277 -4.157920 -1.247560 0.001 0.007 -0.006 -0.03
C 1.586106 -4.110108 -0.025184 0.005 0.005 -0.001 -0.03
C 1.097441 -2.899540 0.413861 -0.003 0.000 -0.021 -0.13
N 1.220831 -1.773985 -0.301346 -0.013 -0.149 -0.187 -0.01
C 1.974451 2.563540 -0.075208 0.049 0.081 0.018 -0.18
C 2.472943 3.838423 0.107344 -0.013 -0.009 0.019 0.03
C 2.090641 4.542488 1.238411 0.003 0.002 -0.007 -0.02
C 1.227069 3.943096 2.143905 0.007 -0.009 -0.013 -0.02
C 0.765191 2.665958 1.884921 -0.019 0.016 0.054 -0.12
N 1.123052 1.993787 0.790738 -0.058 -0.142 -0.159 0.00
H 2.957972 -0.363805 -2.664018 0.027 -0.015 0.041 0.14
H 1.225183 -0.469620 -2.974429 0.051 0.020 -0.034 0.12
H 2.919426 -2.985090 -2.922181 -0.003 -0.001 0.000 0.13
H 2.651382 -5.090283 -1.615684 -0.003 0.002 -0.001 0.12
H 1.462777 -4.993333 0.584865 0.000 0.005 0.003 0.12
H 0.593764 -2.810935 1.366644 -0.007 -0.001 0.006 0.09
H 3.153425 4.234649 -0.633658 -0.001 -0.004 -0.003 0.13
H 2.466277 5.540982 1.417921 -0.001 -0.003 -0.002 0.12
H 0.912950 4.452241 3.043759 -0.001 -0.004 0.001 0.12
H 0.095043 2.160178 2.568077 0.007 0.010 -0.005 0.09
I -1.198482 -0.512607 2.028962 0.045 0.030 -0.002 1.22
C 0.261452 -0.736524 3.513939 -0.012 -0.004 0.070 -0.58
C -0.103721 -1.039937 4.790526 -0.049 0.010 -0.051 -0.13
C 0.903740 -1.198854 5.764707 0.064 0.000 0.009 -0.06
C 2.214675 -1.058298 5.415466 -0.043 -0.007 0.033 -0.02
C 2.597540 -0.748877 4.086899 0.014 0.009 -0.016 -0.16
C 3.961452 -0.622463 3.735484 0.001 0.007 -0.047 -0.03
C 4.311737 -0.339555 2.448859 -0.011 -0.012 0.056 -0.05
C 3.319126 -0.156595 1.461745 0.020 0.002 -0.020 -0.07
C 1.982879 -0.252262 1.749039 -0.085 -0.047 -0.098 -0.17
C 1.601383 -0.568111 3.085768 -0.006 -0.023 -0.005 -0.23
H -1.144066 -1.160973 5.060981 0.004 0.000 -0.002 0.10
H 0.624976 -1.437387 6.781840 0.000 0.002 0.000 0.11
H 2.993849 -1.185393 6.156706 -0.003 0.000 0.000 0.12
H 4.713990 -0.760235 4.501491 -0.002 0.000 0.001 0.12
H 5.354378 -0.249315 2.172705 -0.001 -0.002 0.001 0.11
H 3.645524 0.066276 0.453327 -0.003 0.002 0.009 0.11
C -2.266581 -3.391725 -0.664976 0.002 0.019 0.015 -0.31
As -1.738550 -1.759318 -1.617648 0.026 -0.083 -0.202 1.08
C -1.479763 -2.621164 -3.365305 -0.042 -0.017 0.036 -0.31
C -3.565279 -1.045196 -1.748100 -0.006 -0.002 0.032 -0.37
C -3.798087 0.286479 -2.477957 0.018 0.009 0.014 -0.69
C -5.323889 0.477406 -2.527550 0.000 0.007 0.007 -0.10
C -3.241842 1.487196 -1.693750 0.015 -0.011 0.048 -0.33
As -1.361914 1.682321 -1.074154 -0.017 -0.144 -0.012 1.11
C -0.486286 2.383979 -2.668872 -0.005 -0.024 0.003 -0.27
C -1.690457 3.400606 -0.195051 0.023 -0.008 -0.013 -0.28
C -3.225503 0.204453 -3.904272 0.000 0.025 -0.016 -0.38
As -4.041250 1.327947 -5.331783 0.010 -0.030 -0.006 1.14
C -2.887735 2.915643 -5.301388 0.004 -0.009 0.009 -0.35
C -3.079451 0.420089 -6.780013 0.005 0.008 0.009 -0.35
H -2.948783 -3.979805 -1.279095 -0.016 0.010 0.007 0.03
H -2.764270 -3.133699 0.269685 0.018 0.001 0.013 0.01
H -1.386882 -3.992059 -0.437296 -0.003 -0.010 -0.015 0.01
H -2.388300 -3.123753 -3.699187 -0.006 0.006 0.006 0.03
H -0.690203 -3.365447 -3.249097 -0.002 0.000 0.002 0.02
H -1.168925 -1.900149 -4.118596 0.003 0.004 0.008 0.01
H -3.900459 -0.947295 -0.708190 -0.006 -0.009 -0.002 0.08
H -4.189991 -1.819599 -2.203439 0.001 0.008 -0.015 0.09
H -5.750273 0.377724 -1.527014 0.001 0.000 -0.002 0.09
H -5.786458 -0.273121 -3.171601 0.001 0.002 0.000 0.09
H -5.596992 1.458530 -2.917557 -0.001 -0.002 0.000 0.06
H -3.818810 1.590507 -0.768115 0.009 -0.003 0.003 0.08
H -3.426533 2.398460 -2.270801 0.007 0.013 0.014 0.07
H -1.161488 3.065268 -3.180924 -0.006 0.004 -0.009 0.01
H -0.193788 1.581246 -3.343995 -0.015 -0.010 0.001 0.02
H 0.411278 2.928278 -2.380841 -0.006 0.007 0.010 0.02
H -2.369021 4.001194 -0.800578 0.000 -0.002 -0.006 0.04
H -0.751658 3.940971 -0.078500 -0.001 -0.003 0.001 0.02
H -2.133846 3.243964 0.788116 -0.004 0.001 -0.001 0.03
H -3.408924 -0.805639 -4.283567 0.003 0.006 -0.003 0.06
H -2.138924 0.343819 -3.903335 -0.001 0.009 -0.004 0.05
H -3.118816 3.551952 -4.447406 0.003 -0.004 0.008 0.01
H -3.093767 3.488401 -6.205516 -0.005 -0.002 0.001 0.02
H -1.832543 2.644997 -5.291028 0.011 0.003 0.002 0.01
H -3.482887 -0.582322 -6.917663 -0.003 0.000 0.002 0.02
H -2.011751 0.354800 -6.564724 -0.002 0.000 0.000 0.02
H -3.220466 0.975233 -7.706393 -0.001 0.001 0.002 0.02
```
Forces are in eV/Å.

Computed properties:
energy relative to the best compared isomer or geometry (same formula, charge and spin): 0.0 kJ/mol
total charge: +1
HOMO (alpha / beta): -10.5 / -10.6 eV
LUMO energy (alpha / beta): -3.05 / -2.98 eV
spin multiplicity: 2
frontier orbital gap (alpha / beta): 7.44 / 7.59 eV
E_tot: -266435.073 eV


2.
DFT (wB97M-V/def2-TZVPD) results for a structure of composition C33H43BCaF6N13O4S3 at a distorted geometry.

Geometry as XYZ:
```
104
Properties=species:S:1:pos:R:3:forces:R:3:lowdin_charge:R:1
Ca 0.688904 -0.296864 0.173472 0.522 0.769 0.039 1.34
C -2.105671 -0.375402 -4.267250 -0.474 -1.455 0.839 -0.05
C -2.313055 -0.350198 -2.726042 1.252 -1.353 0.922 -0.35
C -3.760068 -0.265057 -2.238990 -1.438 0.923 -1.513 -0.08
C -1.819898 -1.701179 -2.139494 -0.760 -1.550 -0.859 -0.24
C -2.241070 -3.069005 -2.601604 0.893 1.976 0.584 -0.01
C -1.450802 -3.889920 -1.860370 0.543 -1.163 0.998 -0.11
N -0.697044 -3.192562 -0.974691 -0.001 1.172 -0.276 -0.03
N -0.984294 -1.845433 -1.129096 0.963 -0.190 -0.676 0.02
B 0.403398 -3.658974 0.039143 -0.685 -0.685 0.186 -0.49
N 1.823106 -3.050521 -0.215938 0.120 -0.198 1.620 -0.06
C 2.517479 -3.227825 -1.388742 1.091 0.135 1.812 -0.10
C 3.839895 -3.436503 -1.091365 0.019 -0.062 1.676 0.00
C 3.918407 -3.389385 0.414130 -2.050 0.798 -2.632 -0.27
N 2.718517 -3.159637 0.905181 -0.661 -0.239 -1.721 0.14
C 5.084652 -3.504034 1.304183 0.869 -1.547 0.126 -0.39
C 6.332245 -2.730955 0.815387 -1.528 1.916 -1.699 -0.06
C 4.738329 -3.393765 2.801991 -1.480 0.362 -0.391 -0.08
N -0.170636 -3.152296 1.461894 -1.108 0.709 0.670 -0.03
C -1.193139 -3.704545 2.086289 -0.565 -0.890 -0.545 -0.03
C -2.024518 -2.713372 2.850755 0.037 1.205 -0.377 -0.10
C -1.126849 -1.440260 2.634078 1.048 -0.063 -0.810 -0.35
N 0.042575 -1.870579 1.786469 -0.357 -0.076 0.375 -0.09
C -0.658609 -0.598987 3.807801 -1.509 -0.281 -0.116 -0.36
C 0.296981 -1.398237 4.636254 0.777 -0.637 0.309 -0.07
C -1.798162 -0.076124 4.716033 2.041 1.531 1.053 -0.04
H -2.646800 0.471716 -4.634358 -0.422 0.347 -0.755 0.06
H -2.512994 -1.369944 -4.618582 0.170 1.281 -0.049 0.09
H -1.057951 -0.330682 -4.596754 -0.477 0.029 0.446 0.04
H -1.702948 0.496923 -2.318466 -0.571 -0.799 -0.035 0.13
H -4.450995 -0.999282 -2.736630 0.802 0.539 -0.030 0.09
H -4.174247 0.765145 -2.470892 0.294 -1.098 0.545 0.10
H -3.882886 -0.532680 -1.196014 0.300 0.472 0.383 0.06
H -2.966736 -3.427850 -3.318741 0.137 0.470 -0.068 0.09
H -1.369104 -4.986866 -1.829709 -0.131 0.696 -0.178 0.12
H 0.308512 -4.887637 0.027204 0.400 0.456 0.060 0.11
H 2.011854 -3.034934 -2.295710 -0.348 -0.260 -0.971 0.11
H 4.661637 -3.601052 -1.780854 -0.216 0.215 0.158 0.10
H 5.351305 -4.583416 1.225906 0.153 0.395 -0.127 0.14
H 6.093125 -1.647754 0.429744 0.161 -1.950 0.894 0.10
H 6.834742 -3.197701 -0.054577 -0.270 -0.020 0.626 0.08
H 6.979665 -2.632909 1.639493 1.186 0.065 0.852 0.04
H 4.369656 -2.391310 3.085799 0.417 -0.247 -0.127 0.07
H 5.601878 -3.675127 3.386427 0.183 -0.006 0.296 0.06
H 3.860356 -4.062289 3.035678 1.055 0.478 -0.249 0.09
H -1.454817 -4.766939 1.964188 0.392 0.691 -0.215 0.12
H -2.346023 -2.991717 3.865803 0.391 -0.069 -0.210 0.14
H -0.211054 0.277765 3.336730 0.449 -0.011 0.173 0.10
H -0.172810 -2.176484 5.279786 -0.064 0.499 -0.540 0.10
H 0.824825 -0.729904 5.307039 0.300 0.055 0.211 0.07
H 1.010914 -1.895148 3.973676 0.132 -0.008 0.191 0.07
H -2.551723 -0.801361 4.968083 -0.484 -0.094 -0.241 0.07
H -2.147018 0.927336 4.388725 -0.275 -1.102 0.230 0.08
H -1.252765 0.145622 5.673514 -0.639 -0.157 -0.480 0.09
F 1.941723 1.878274 -5.447093 0.068 -0.462 0.774 0.12
C 1.345233 1.858896 -4.236051 0.557 0.916 -0.471 -0.57
F 0.050132 2.108856 -4.484614 0.741 -0.221 0.900 0.14
F 1.916866 2.867885 -3.502846 -1.095 -1.539 -0.703 0.10
S 1.565911 0.171017 -3.342586 -1.124 0.142 2.790 0.65
O 0.759563 0.358598 -2.092577 1.462 0.228 -2.101 -0.47
O 1.075885 -0.883751 -4.180766 0.654 0.736 -0.362 -0.27
N 3.126974 0.047497 -3.071925 -0.439 0.416 0.118 -0.29
S 3.886540 0.136629 -1.676929 -1.131 -0.394 0.917 0.63
O 3.074073 -0.114658 -0.463930 0.719 0.077 -1.642 -0.42
O 5.121901 -0.569502 -1.784305 -0.018 0.548 -0.055 -0.27
C 4.242674 1.949852 -1.358028 -0.249 1.548 0.184 -0.56
F 4.601830 2.734604 -2.439135 -0.196 -1.590 1.655 0.10
F 5.174228 2.042931 -0.371121 -0.432 -0.102 -1.251 0.11
F 3.106014 2.479525 -0.844480 0.871 -0.240 -0.720 0.04
S 0.465399 3.589636 0.148967 0.093 -0.679 0.318 0.54
C -1.148889 3.760765 0.702640 -0.005 -0.039 -0.241 -0.85
N -1.860919 4.896311 0.506934 -0.259 -1.430 -0.894 0.02
N -1.285329 5.702606 -0.416324 1.872 1.901 0.402 -0.10
C -1.878696 5.956902 -1.626468 -1.263 -0.964 -0.565 -0.24
C -3.300377 5.763873 -1.710105 0.550 0.136 0.729 -0.04
C -3.933106 5.755154 -2.929589 0.037 0.072 -0.122 -0.12
C -3.153419 5.754757 -4.076929 -0.580 -0.301 -0.665 -0.15
C -1.798950 5.899233 -4.001250 2.205 1.208 -0.508 -0.14
C -1.099625 6.136784 -2.820419 -1.149 0.263 1.028 -0.03
N -1.995236 2.774857 1.203643 0.526 -1.508 1.257 0.03
N -1.555491 1.531615 1.364750 0.196 2.263 -1.114 0.05
C -2.473457 0.643820 1.876092 -2.062 1.056 0.168 -0.26
C -2.142459 -0.785634 1.659853 -0.529 -1.024 1.432 -0.14
C -3.196793 -1.907667 2.084707 1.910 -0.339 -1.211 -0.16
C -4.287195 -1.364708 2.890232 -1.179 1.368 0.498 -0.07
C -4.502065 -0.009174 3.002290 -1.472 -2.415 0.636 -0.10
C -3.660792 1.009221 2.520059 1.952 0.384 -1.652 -0.04
H -0.260608 5.853629 -0.431067 -0.776 -0.991 0.316 0.08
H -3.892332 5.573446 -0.788206 0.776 0.339 -0.705 0.11
H -5.019290 5.758066 -2.971107 0.151 -0.279 -0.087 0.10
H -3.534600 5.624288 -5.075658 -0.558 0.038 -0.042 0.09
H -1.192055 5.967850 -4.928244 -0.619 -0.161 0.526 0.11
H -0.057172 6.519412 -2.830701 -0.737 -0.844 0.219 0.11
H -1.823579 -0.981896 0.640882 -0.158 0.194 -0.037 0.09
H -3.496805 -2.411711 1.149540 -0.465 -0.181 0.518 0.14
H -5.028593 -2.006279 3.395463 0.480 0.085 -0.483 0.11
H -5.462041 0.195557 3.492722 0.556 0.528 0.011 0.10
H -3.874494 2.074871 2.602209 -0.085 -0.367 0.125 0.11
N 1.813812 2.205152 3.060932 -0.474 -0.290 0.573 -0.07
N 2.279340 1.260391 2.034973 -0.200 -1.195 1.360 -0.09
H 0.987294 1.800295 3.573810 1.127 0.389 -1.142 0.06
H 1.465499 3.002456 2.537219 -0.297 -0.014 -0.061 -0.02
H 3.017787 0.731970 2.531005 -0.610 0.051 -0.401 0.08
H 2.827418 1.787592 1.387547 0.076 0.707 -0.593 0.01
```
Forces are in eV/Å.

Computed properties:
energy relative to the best compared isomer or geometry (same formula, charge and spin): 325.5 kJ/mol
total charge: -1
HOMO (alpha / beta): -4.8 / -4.4 eV
LUMO energy (alpha / beta): 1.21 / 1.29 eV
frontier orbital gap (alpha / beta): 6.00 / 5.71 eV
E_tot: -130405.282 eV